13
Properties=species:S:1:pos:R:3 method="wB97M-V/def2-TZVPD" largest_force_ev_per_a=1.21 e_homo_ha=-0.0805 total_charge=-1 total_energy_ev=-15566.6734 smiles=NCCC[S-] relative_energy_kcal_mol=8.5 gap_ev=6.3
N -1.22149 -1.68396 -0.01385
C -0.17594 -0.71057 -0.44175
C -0.25157 0.54800 0.39270
C 0.99838 1.44723 0.22642
S 1.39234 1.87212 -1.50119
H -1.32950 -2.40498 -0.70920
H -0.98246 -2.05677 0.88529
H 0.79700 -1.19855 -0.36446
H -0.32299 -0.45860 -1.48606
H -1.14677 1.06915 0.04991
H -0.34254 0.25442 1.44486
H 1.83658 0.97270 0.74521
H 0.74896 2.34979 0.77212